No. 1
{"formula": "C17H17BrN2O2S", "method": "ωB97M-V with the def2-TZVPD basis set", "smiles": "Cc1cc(C)c(C#N)c(SC[C@H](O)COc2ccc(Br)cc2)n1", "fmax_ha_per_bohr": 0.0221, "orbital_gap_ev": 8.57, "relative_energy_kcal_mol": 0.0, "elements": ["C", "C", "C", "C", "C", "C", "C", "N", "C", "S", "C", "C", "O", "C", "O", "C", "C", "C", "C", "Br", "C", "C", "N", "H", "H", "H", "H", "H", "H", "H", "H", "H", "H", "H", "H", "H", "H", "H", "H", "H"], "xyz": [[2.020600, 1.209171, -2.029909], [1.707109, 0.012881, -1.193969], [1.785410, -1.278379, -1.707422], [1.526337, -2.366226, -0.887732], [1.594647, -3.770871, -1.388741], [1.194287, -2.110882, 0.450631], [0.903437, -3.162312, 1.341070], [0.658197, -4.027432, 2.053568], [1.132086, -0.773674, 0.874879], [0.741199, -0.425280, 2.547925], [0.417948, 1.370845, 2.442245], [-0.956354, 1.769569, 2.982172], [-0.983717, 1.735929, 4.385508], [-2.141153, 0.931419, 2.416023], [-1.853425, 0.071249, 1.339720], [-1.731514, 0.545410, 0.077783], [-1.693449, 1.889005, -0.280518], [-1.521981, 2.246444, -1.606675], [-1.389230, 1.264964, -2.569642], [-1.108019, 1.762262, -4.387400], [-1.442122, -0.078575, -2.233206], [-1.619474, -0.432631, -0.914880], [1.379031, 0.242112, 0.070338], [1.661060, 1.078736, -3.047185], [1.577397, 2.098399, -1.590599], [3.100851, 1.349381, -2.069945], [2.049436, -1.428152, -2.742780], [1.771161, -3.792358, -2.461031], [2.400617, -4.307274, -0.887917], [0.668876, -4.300112, -1.166108], [0.542563, 1.623018, 1.389117], [1.179990, 1.876980, 3.035091], [-1.103901, 2.829156, 2.737783], [-0.735426, 0.850241, 4.681720], [-2.472653, 0.255007, 3.210500], [-2.976773, 1.594802, 2.165197], [-1.786606, 2.664024, 0.463477], [-1.484564, 3.288903, -1.883704], [-1.346578, -0.836588, -2.995145], [-1.665300, -1.469162, -0.620239]], "atomic_forces_ev_per_a": [[0.0, 0.0, -0.1], [0.0, -0.2, -0.1], [0.0, -0.1, 0.2], [0.0, 0.2, 0.1], [0.0, 0.0, 0.0], [0.2, 0.9, -0.6], [-0.1, -0.4, 0.3], [-0.1, -0.3, 0.2], [0.0, -0.1, 0.0], [0.2, 0.2, 0.5], [-0.2, -0.2, 0.1], [0.2, -0.2, -0.6], [-0.1, -0.1, 0.6], [-0.1, 0.2, 0.4], [-0.1, -0.1, -0.4], [-0.1, 0.0, -0.3], [-0.1, -0.2, 0.4], [0.0, -0.1, -0.3], [0.0, 0.2, -0.2], [0.0, 0.0, 0.2], [0.0, 0.1, 0.0], [-0.1, 0.1, 0.2], [0.2, 0.1, 0.0], [0.0, 0.0, -0.1], [0.0, 0.0, 0.0], [0.1, 0.0, 0.0], [0.0, 0.0, -0.1], [0.0, 0.0, 0.0], [0.0, -0.1, 0.0], [0.0, -0.1, 0.0], [0.0, 0.1, 0.1], [-0.1, 0.1, -0.1], [0.0, -0.2, 0.0], [-0.1, 0.1, 0.0], [0.0, 0.2, -0.1], [0.0, -0.1, 0.0], [0.0, 0.1, 0.1], [0.0, 0.1, 0.0], [0.0, -0.1, -0.1], [0.0, -0.1, 0.0]]}

No. 2
{"formula": "C19H36IN7O5P", "method": "ωB97M-V with the def2-TZVPD basis set", "charge": 1, "fmax_ha_per_bohr": 0.0524, "orbital_gap_ev": 5.38, "elements": ["C", "P", "C", "C", "N", "N", "C", "O", "C", "N", "C", "C", "I", "H", "H", "H", "H", "H", "H", "H", "H", "C", "O", "N", "C", "C", "H", "H", "H", "H", "H", "H", "H", "C", "O", "N", "C", "C", "H", "H", "H", "H", "H", "H", "H", "C", "O", "N", "C", "C", "H", "H", "H", "H", "H", "H", "H", "C", "O", "N", "C", "C", "H", "H", "H", "H", "H", "H", "H"], "xyz": [[-3.658804, -1.146060, 3.872195], [-3.190508, 0.132396, 2.572732], [-2.917137, -0.880042, 0.996618], [-1.492331, 0.835842, 2.969778], [-0.524526, 0.170877, 3.652613], [0.686746, 0.493714, 3.997704], [1.106666, 1.678176, 3.598639], [2.427427, 2.044019, 3.914739], [3.149448, 1.511639, 2.889090], [3.734200, 0.940360, 2.091938], [0.224450, 2.570340, 2.856365], [-1.120635, 2.194342, 2.499403], [-2.415253, 3.448194, 1.385496], [-3.518230, -2.166808, 3.432159], [-2.969766, -1.079779, 4.746677], [-4.729100, -1.036765, 4.147318], [-3.507563, -1.823084, 1.101818], [-1.838869, -1.184195, 0.979393], [-3.196804, -0.308549, 0.086454], [-0.810833, -0.766222, 3.960890], [0.622119, 3.569989, 2.575572], [-3.046399, -3.432046, -1.189420], [-4.247615, -3.304219, -1.032615], [-2.376005, -4.602849, -1.172388], [-0.939266, -4.673248, -1.367765], [-3.117987, -5.833055, -0.951892], [-2.390908, -2.561618, -1.365386], [-0.724691, -5.289232, -2.242767], [-0.477910, -5.123478, -0.485976], [-0.519989, -3.679378, -1.521288], [-3.870125, -5.946089, -1.734173], [-3.625341, -5.781010, 0.013191], [-2.445198, -6.688360, -0.965417], [5.275025, 2.935631, -2.649902], [4.265560, 2.411633, -3.080912], [5.720990, 2.823251, -1.377053], [6.932363, 3.476184, -0.919974], [4.955035, 2.018734, -0.442659], [5.923130, 3.562729, -3.284190], [7.635906, 2.720957, -0.562514], [6.687535, 4.158669, -0.102863], [7.396020, 4.040424, -1.728132], [4.890899, 0.996267, -0.819968], [3.944740, 2.425016, -0.363036], [5.426460, 2.017439, 0.536745], [-6.299423, 2.457305, 1.854520], [-6.154820, 2.852377, 2.996256], [-7.108884, 3.018777, 0.930330], [-7.227890, 2.489458, -0.415327], [-7.885802, 4.191198, 1.297387], [-5.756138, 1.574239, 1.473896], [-6.929629, 3.257681, -1.132194], [-8.265781, 2.205570, -0.599941], [-6.591216, 1.614617, -0.544926], [-7.209826, 4.990151, 1.607385], [-8.538609, 3.943565, 2.135886], [-8.485925, 4.526958, 0.453816], [5.124483, -3.277248, -3.224023], [3.999543, -3.533584, -3.608127], [5.709357, -2.058546, -3.284123], [7.056521, -1.826389, -2.804172], [4.961721, -0.947114, -3.848058], [5.776561, -4.048136, -2.779869], [7.031968, -1.074698, -2.011018], [7.674976, -1.463301, -3.628147], [7.490913, -2.744903, -2.410945], [4.048338, -0.798010, -3.270127], [4.688117, -1.183214, -4.877875], [5.558520, -0.037487, -3.827841]], "atomic_forces_ev_per_a": [[1.2, -0.8, -0.5], [-1.1, 0.3, -0.2], [1.0, -0.3, 0.7], [1.1, 1.2, -0.8], [-2.2, -0.5, -0.5], [1.4, 1.2, 0.0], [-2.4, 0.3, -0.5], [-0.2, -1.1, -2.2], [-0.8, 0.8, 2.4], [0.4, -0.2, -0.6], [-0.5, -0.1, -0.1], [1.9, -1.4, 1.3], [0.8, -0.8, 0.7], [-0.1, 0.8, 0.4], [-0.9, 0.0, -0.3], [0.9, 0.2, -0.1], [0.2, 0.9, -0.2], [-0.9, 0.2, -0.4], [0.2, -0.4, 0.7], [0.4, 0.4, 0.0], [-0.4, -0.9, 0.2], [0.1, -0.2, -0.1], [0.0, 0.0, 0.2], [0.0, 0.4, 0.0], [-0.2, -0.2, 0.0], [-0.2, 0.2, 0.0], [0.1, 0.0, 0.0], [0.2, 0.1, 0.0], [0.1, 0.0, -0.1], [-0.1, 0.0, 0.0], [0.0, -0.1, 0.1], [-0.1, -0.1, -0.1], [0.0, 0.1, 0.0], [0.1, 0.1, 0.1], [0.0, -0.1, 0.2], [0.1, 0.1, -0.3], [-0.2, -0.2, 0.1], [0.0, 0.1, -0.3], [0.0, 0.0, 0.0], [0.1, 0.1, 0.0], [0.2, 0.0, 0.0], [-0.1, 0.0, 0.0], [-0.1, 0.0, 0.2], [0.0, -0.1, 0.1], [0.1, 0.1, -0.1], [-0.2, 0.1, -0.1], [0.0, 0.1, 0.0], [0.3, -0.3, 0.1], [-0.1, 0.2, 0.1], [0.1, -0.1, 0.2], [0.0, 0.0, -0.1], [-0.1, -0.1, -0.1], [0.1, 0.0, -0.2], [0.0, 0.0, 0.1], [-0.1, 0.0, 0.0], [0.0, 0.1, 0.0], [0.1, -0.1, 0.0], [0.1, 0.1, 0.0], [0.0, 0.2, 0.0], [0.0, -0.3, 0.1], [-0.2, 0.1, -0.2], [-0.2, -0.3, 0.0], [0.1, 0.0, 0.0], [0.2, 0.0, 0.0], [0.1, 0.0, 0.1], [-0.1, 0.0, 0.0], [0.0, 0.1, -0.1], [-0.1, 0.1, 0.0], [0.0, -0.1, 0.0]]}

No. 3
{"formula": "C10H22IN2", "method": "ωB97M-V with the def2-TZVPD basis set", "charge": 1, "fmax_ha_per_bohr": 0.0876, "orbital_gap_ev": [7.75, 5.65], "relative_energy_kcal_mol": 58.9, "elements": ["C", "C", "C", "C", "C", "C", "C", "C", "C", "C", "N", "N", "I", "H", "H", "H", "H", "H", "H", "H", "H", "H", "H", "H", "H", "H", "H", "H", "H", "H", "H", "H", "H", "H", "H"], "xyz": [[-0.039102, 1.726935, 2.513070], [1.230156, 2.345943, 2.084187], [0.233831, 1.815184, 1.100139], [1.908719, 1.015756, -0.657764], [0.158751, -1.374260, -3.381395], [-2.161527, -0.516235, 1.207315], [-0.259453, -2.063639, 1.186644], [-1.077871, 0.565474, -1.234750], [0.770931, 0.607875, 0.317102], [0.252741, -2.031428, -2.054894], [-0.989878, -1.032800, 0.522276], [-0.292476, -0.164811, -0.308750], [1.750956, -3.334576, -1.566572], [-0.080989, 0.714316, 2.968745], [-0.871071, 2.380325, 3.004571], [1.385987, 3.466531, 2.296998], [2.055454, 1.799015, 2.350310], [-0.236475, 2.472916, 0.374721], [2.882009, 0.484822, -0.259622], [1.990646, 2.112804, -0.897878], [1.758633, 0.420560, -1.667946], [0.207469, -0.263951, -3.223206], [1.083494, -1.551778, -3.941687], [-0.748296, -1.650513, -3.866608], [-2.893702, -0.064862, 0.457754], [-2.648721, -1.372438, 1.690604], [-1.703170, 0.191323, 1.820446], [0.027687, -1.706969, 2.207993], [-0.820847, -2.913190, 1.324388], [0.552589, -2.304901, 0.427449], [-1.749784, 0.038056, -1.862495], [-1.768748, 1.193152, -0.664174], [-0.443029, 1.292386, -1.857985], [1.217582, -0.108488, 1.100514], [-0.682496, -2.188534, -1.509498]], "atomic_forces_ev_per_a": [[-3.3, 0.3, 3.0], [-1.0, 3.3, 0.8], [1.2, -0.3, -2.6], [0.9, -2.4, -1.4], [2.1, 1.0, 1.0], [-1.1, -0.7, -2.2], [2.7, 2.2, -0.7], [-0.2, 2.9, -0.2], [1.8, -0.6, 1.8], [-0.8, 0.2, 0.4], [-1.2, -0.1, -2.0], [0.4, -1.9, -0.1], [0.0, 0.2, -0.5], [0.5, 0.8, -0.3], [1.6, -1.1, -1.2], [-0.5, -1.9, -0.7], [2.1, -1.3, 0.0], [-0.2, 0.5, 0.7], [-1.6, 1.8, -0.8], [0.1, -1.3, 0.5], [0.2, 1.3, 1.8], [-0.5, -0.8, -0.2], [-0.5, -0.3, -0.3], [-0.6, -0.1, -0.6], [0.9, -0.5, 1.3], [0.1, 0.5, 0.1], [-0.6, 1.4, 1.8], [0.6, -0.5, -0.7], [-1.6, -1.9, 0.1], [-0.5, 0.2, 2.0], [-0.1, -1.2, -0.6], [0.1, 0.4, -0.1], [-0.8, -1.3, 1.0], [-0.6, 1.0, -1.2], [0.4, 0.0, 0.0]]}

No. 4
{"formula": "C17H25N3O4S", "method": "ωB97M-V with the def2-TZVPD basis set", "smiles": "CNC(=O)[C@@H](CCSC)NC(=O)[C@@H](Cc1ccc(O)cc1)NC(C)=O", "fmax_ha_per_bohr": 0.1000, "orbital_gap_ev": 9.05, "relative_energy_kcal_mol": 63.2, "elements": ["C", "N", "C", "O", "C", "C", "C", "S", "C", "N", "C", "O", "C", "C", "C", "C", "C", "C", "O", "C", "C", "N", "C", "C", "O", "H", "H", "H", "H", "H", "H", "H", "H", "H", "H", "H", "H", "H", "H", "H", "H", "H", "H", "H", "H", "H", "H", "H", "H", "H"], "xyz": [[1.639235, -4.299456, -2.998130], [0.989761, -3.019031, -2.666815], [-0.082412, -2.516331, -3.294406], [-0.679025, -3.073208, -4.207677], [-0.682481, -1.139488, -2.900580], [-2.234501, -1.219270, -2.909229], [-3.014198, 0.084151, -2.496476], [-2.853079, 0.679402, -0.822367], [-3.714302, 2.187142, -1.120316], [-0.195850, -0.671726, -1.573675], [1.018934, -0.250315, -1.260847], [1.913984, -0.269353, -2.040185], [1.155699, 0.220511, 0.192103], [1.141452, 1.765207, 0.414097], [1.385331, 2.326827, 1.865266], [2.642262, 2.166643, 2.527854], [2.805785, 2.595778, 3.888243], [1.681697, 3.138164, 4.574684], [1.769187, 3.609898, 5.872197], [0.412458, 3.344527, 3.805174], [0.341054, 3.025903, 2.422516], [0.256410, -0.531239, 1.029043], [0.518929, -1.839178, 1.322224], [-0.315760, -2.466398, 2.418182], [1.183161, -2.539830, 0.616030], [1.435633, -4.886830, -2.087996], [1.238478, -4.878406, -3.885946], [2.716179, -4.040195, -3.122544], [1.373608, -2.604077, -1.842751], [-0.272069, -0.477628, -3.618808], [-2.596447, -2.071305, -2.273797], [-2.562875, -1.529950, -3.901160], [-4.079513, 0.025117, -2.643266], [-2.705527, 0.903665, -3.090988], [-3.411708, 2.889968, -0.336498], [-4.812257, 2.049163, -1.137059], [-3.439267, 2.636681, -2.066880], [-0.723085, -0.838207, -0.802102], [2.101334, -0.062917, 0.603717], [0.103224, 2.062206, -0.047438], [1.811794, 2.223189, -0.257936], [3.376461, 1.667170, 2.042859], [3.673319, 2.307811, 4.382426], [2.647169, 3.753409, 6.048161], [-0.319695, 4.013934, 4.135576], [-0.518155, 3.396845, 1.832536], [-0.450159, -0.024747, 1.445898], [0.185566, -2.466219, 3.398672], [-1.218706, -1.896553, 2.477628], [-0.637020, -3.461477, 2.090777]], "atomic_forces_ev_per_a": [[-0.2, 0.0, 0.2], [-0.4, -0.4, -0.9], [-1.0, 0.0, -0.3], [0.5, -0.4, -0.2], [0.5, -0.9, 2.3], [-0.7, 0.0, 0.9], [0.8, -1.3, -0.3], [0.5, -0.4, 0.7], [-0.9, 0.8, 0.4], [-0.3, -0.2, -2.7], [-0.4, 0.4, 1.0], [2.6, 0.7, -1.7], [1.0, 0.3, 0.8], [-2.9, -0.1, -0.1], [1.1, -1.2, -1.9], [-4.2, 1.8, 2.3], [-3.3, -0.2, -1.8], [-1.4, 0.4, -2.4], [-3.6, -1.0, -1.7], [3.7, -0.3, -0.5], [0.0, 0.4, 2.6], [1.2, -0.2, -0.3], [-2.2, -0.2, 0.6], [0.0, 0.1, 0.0], [1.9, -0.5, -1.1], [0.7, -0.4, -0.5], [0.3, 1.3, 1.0], [-0.7, -0.7, 0.1], [-0.1, 0.5, 0.2], [0.1, 0.9, -0.9], [0.6, 0.7, -0.2], [0.2, 0.3, -0.1], [-0.4, -0.7, -0.4], [0.6, 0.8, -0.9], [-0.4, -0.1, -0.1], [0.5, 0.1, 0.2], [0.3, 0.0, -0.2], [-2.3, -0.6, 2.2], [1.2, -0.5, -0.6], [1.6, 0.0, 1.4], [1.2, 0.2, -0.9], [2.4, -1.4, -1.3], [1.6, 0.0, 0.9], [3.4, 0.5, 0.9], [-1.0, 0.6, 1.2], [0.5, -0.6, 0.4], [-1.6, 0.8, 1.5], [-0.2, -0.1, -0.5], [-0.7, 0.5, 0.5], [0.5, 0.1, 0.3]]}